One molecule with the formula C16H22ClN5O. Source: the Open Molecules 2025 dataset; level of theory: the ωB97M-V functional and the def2-TZVPD basis.

Element x y z (Å)
C  -3.96978  2.59409  4.22010
C  -2.99840  2.47776  3.05345
C  -1.81224  1.57434  3.40434
N  -0.87335  1.47122  2.31174
C  0.18834  2.44571  2.18009
C  1.56330  1.85914  2.51505
C  1.65056  1.35660  3.95029
C  -1.03930  0.53014  1.37304
N  -2.04280  -0.34244  1.51850
C  -2.12481  -1.26497  0.56724
N  -3.13896  -2.14831  0.63780
N  -1.29720  -1.37609  -0.47812
C  -0.35407  -0.44627  -0.54031
C  0.64067  -0.57449  -1.62560
C  1.26707  -1.81873  -1.69785
C  2.30681  -2.04177  -2.57479
Cl  3.06844  -3.59356  -2.62843
C  2.75367  -1.02465  -3.40633
C  2.11210  0.19186  -3.37132
C  1.04097  0.43936  -2.50377
O  0.48065  1.66290  -2.66737
C  -0.78247  1.96011  -2.12412
N  -0.17514  0.52098  0.34326
H  -4.80940  3.23161  3.95493
H  -3.47505  3.02219  5.08946
H  -4.35435  1.61424  4.49260
H  -3.50792  2.05481  2.18632
H  -2.63096  3.46927  2.77853
H  -2.17922  0.57005  3.62537
H  -1.28854  1.96607  4.27944
H  0.20929  2.81277  1.14992
H  -0.03787  3.27912  2.84821
H  1.76121  1.04108  1.82211
H  2.31412  2.63356  2.34807
H  2.64335  0.96159  4.15154
H  0.92738  0.56259  4.12086
H  1.45552  2.16359  4.65461
H  -3.70196  -2.17254  1.46789
H  -3.14069  -2.91972  -0.00403
H  0.92834  -2.60283  -1.03916
H  3.57836  -1.19317  -4.08043
H  2.41671  0.99329  -4.02581
H  -1.14423  2.82648  -2.67884
H  -1.47952  1.12671  -2.25113
H  -0.71107  2.20584  -1.06112

Forces on the atoms, in the same order (eV/Å):
C 0.12 0.04 -0.23
C 0.09 -0.14 0.25
C -0.45 0.11 0.05
N -0.02 -0.03 0.05
C 0.57 0.05 -0.26
C -0.19 0.08 0.16
C 0.06 0.08 -0.23
C -0.12 -0.36 -0.22
N -0.24 -0.02 0.17
C 0.17 0.28 0.02
N -0.11 -0.14 0.02
N -0.03 -0.30 -0.35
C -0.30 -0.03 0.46
C 0.09 0.17 -0.26
C 0.18 -0.01 -0.23
C -0.14 0.16 0.11
Cl 0.13 -0.24 0.00
C -0.13 0.00 0.09
C -0.12 0.09 0.11
C 0.15 -0.22 -0.11
O 0.39 -0.08 0.05
C -0.40 0.32 0.17
N 0.35 0.13 -0.04
H -0.11 0.04 0.06
H 0.00 0.04 0.14
H -0.08 -0.10 0.08
H 0.04 0.02 -0.07
H 0.03 0.01 -0.08
H 0.06 0.15 0.14
H 0.02 -0.06 -0.02
H -0.04 0.09 0.15
H -0.05 0.00 -0.04
H 0.06 0.09 -0.04
H 0.04 0.01 -0.07
H 0.06 -0.06 0.10
H -0.07 -0.10 0.10
H -0.02 0.05 0.14
H 0.01 -0.01 -0.02
H -0.02 0.00 0.01
H -0.01 -0.08 0.03
H 0.07 -0.03 -0.06
H 0.02 0.08 -0.09
H -0.02 -0.11 0.01
H 0.00 0.02 -0.04
H -0.04 0.01 -0.25

Calculated values
frontier orbital gap: 9.03 eV
SMILES: CCCN(CCC)c1nc(N)nc(-c2cc(Cl)ccc2OC)n1
total energy: -38970.9382 eV



A 2-piece molecular cluster, C16H22ClNO overall at a distorted geometry. Source: the Open Molecules 2025 dataset; level of theory: the ωB97M-V functional and the def2-TZVPD basis.

Element x y z (Å)
C  -0.08794  5.46283  -2.52386
C  -0.18758  4.04096  -1.80699
C  0.93370  3.09306  -1.95758
C  0.78494  2.02581  -1.24777
C  -0.48445  1.73105  -0.49884
C  -1.35428  2.76466  -0.31680
C  -1.29152  4.03762  -0.92038
H  -2.11309  4.53650  -1.10440
H  -2.16679  2.45309  0.15128
C  -0.32032  0.46630  0.37983
O  0.67153  0.32596  1.19720
N  -1.18744  -0.32353  -0.23417
H  -1.93256  -0.10878  -0.92542
C  -1.37511  -1.75596  0.39485
C  -0.53582  -2.72291  -0.37023
H  -0.87696  -3.56762  -0.20760
C  0.78358  -2.72843  0.53572
H  0.95635  -1.92516  1.26678
C  1.29067  -4.27207  0.95362
H  2.22282  -3.96954  1.68515
H  1.43348  -4.80671  0.09606
C  0.29015  -4.64191  1.88169
H  -0.54475  -5.14974  1.19448
C  -0.35426  -3.79415  3.03384
C  -1.70918  -3.25925  2.28242
H  -2.35633  -3.83417  1.90589
H  -2.49332  -2.94416  3.53688
C  -1.40308  -1.83834  1.84843
H  -0.60528  -1.18792  2.40410
H  -2.36590  -1.09696  2.29082
H  0.34450  -3.25554  3.22785
H  -0.82413  -4.56517  3.66560
H  0.61405  -5.69422  2.32479
H  1.56590  -2.46625  -0.28594
H  -0.40579  -2.32580  -1.29310
H  -2.27099  -2.06425  -0.02076
Cl  2.05165  0.85855  -1.54802
H  1.86755  3.57222  -2.38238
H  0.75704  5.51289  -3.32395
H  0.15633  6.41102  -1.93379
H  -1.05044  5.64053  -2.96955

Forces on the atoms, in the same order (eV/Å):
C 2.31 -0.18 -0.71
C 0.82 4.30 0.04
C -1.59 6.92 -0.81
C -1.68 -4.25 1.68
C 5.48 1.52 0.67
C 1.74 0.16 -1.58
C 6.13 -6.08 -1.68
H -3.74 3.25 -0.29
H -3.82 -0.78 2.69
C 2.41 2.90 -1.17
O -4.47 -0.10 -2.60
N -1.03 -5.35 2.94
H 1.39 0.62 1.06
C -0.41 2.50 -3.21
C 5.58 7.04 5.11
H -3.68 -8.20 0.28
C 3.95 -1.59 -4.70
H -0.57 -0.73 -0.12
C 2.11 8.39 3.72
H -1.29 -1.15 -2.49
H 0.70 -1.70 -1.78
C -3.59 -7.87 0.92
H 0.85 1.27 1.43
C -10.22 -9.37 -6.97
C 5.55 7.67 10.91
H -4.27 -4.67 -3.67
H 1.88 -1.03 -3.38
C -3.22 4.16 2.78
H -0.91 -2.20 -1.10
H 2.25 -1.93 -1.81
H 7.21 7.44 3.71
H 1.28 0.73 0.67
H -0.29 1.80 -0.26
H -0.70 -0.10 1.51
H 0.53 0.33 -2.96
H -2.94 0.13 -0.13
Cl -0.13 -0.53 0.66
H -1.26 -1.40 0.09
H -1.66 -0.43 1.02
H -0.43 -1.70 0.06
H -0.28 0.21 -0.54

Calculated values
frontier orbital gap: 9.33 eV
relative energy (zero: lowest compared OMol25 entry of this formula, charge and spin): 1200.7 kJ/mol
total energy: -32997.7147 eV